Here is a 5-piece molecular cluster, C14H28Br6O2 overall in a non-equilibrium geometry from the OMol25 dataset. Energies are from ωB97M-V with the def2-TZVPD basis set.

Each atom is followed by the atoms it is bonded to, with distances in Å.
Element x y z (Å)
1 Br -2.076 -1.727 0.845  C11 1.982
2 Br -2.987 2.706 0.421  C19 1.999
3 Br -6.514 -2.049 2.306  C12 1.972
4 Br 2.061 0.711 1.774  C18 2.017
5 Br 1.294 0.692 -1.916  C21 2.045
6 Br -0.467 5.160 0.210  C22 1.968
7 O 0.854 -1.897 6.413  C10 1.414, C13 1.427
8 O 0.502 1.776 -6.005  C14 1.464, C15 1.428
9 C 2.099 1.199 -7.623  C15 1.543, C17 1.530, H26 1.090, H46 1.090
10 C -0.400 -1.242 6.401  O7 1.414, C20 1.557, H41 1.090, H45 1.090
11 C -4.044 -1.820 1.059  Br1 1.982, C12 1.533, H23 1.090, H34 1.090
12 C -4.551 -2.043 2.489  Br3 1.972, C11 1.533, H32 1.090, H47 1.090
13 C 1.322 -2.182 5.095  O7 1.427, C16 1.532, H28 1.090, H43 1.090
14 C 1.414 0.846 -5.337  O8 1.464, C17 1.509, H27 1.090, H37 1.090
15 C 1.057 2.265 -7.226  O8 1.428, C9 1.543, H29 1.090, H44 1.090
16 C 0.244 -1.824 4.067  C13 1.532, C20 1.519, H36 1.090, H39 1.090
17 C 2.582 0.660 -6.275  C9 1.530, C14 1.509, H33 1.090, H49 1.090
18 C 2.566 -0.713 0.437  Br4 2.017, C21 1.594, H31 1.090, H38 1.090
19 C -1.172 2.670 1.258  Br2 1.999, C22 1.476, H25 1.090, H50 1.090
20 C -0.583 -0.862 4.902  C10 1.557, C16 1.519, H40 1.090, H42 1.090
21 C 1.483 -0.948 -0.708  Br5 2.045, C18 1.594, H30 1.090, H48 1.090
22 C -0.140 3.226 0.361  Br6 1.968, C19 1.476, H24 1.090, H35 1.090
23 H -4.454 -0.887 0.672  C11 1.090
24 H -0.189 2.809 -0.645  C22 1.090
25 H -1.231 3.198 2.210  C19 1.090
26 H 2.884 1.606 -8.261  C9 1.090
27 H 0.988 -0.150 -5.214  C14 1.090
28 H 1.499 -3.258 5.084  C13 1.090
29 H 1.558 3.217 -7.056  C15 1.090
30 H 0.463 -1.184 -0.405  C21 1.090
31 H 2.615 -1.682 0.936  C18 1.090
32 H -4.278 -2.970 2.992  C12 1.090
33 H 3.053 -0.323 -6.295  C17 1.090
34 H -4.394 -2.540 0.320  C11 1.090
35 H 0.868 2.956 0.674  C22 1.090
36 H -0.372 -2.721 3.994  C16 1.090
37 H 1.651 1.251 -4.353  C14 1.090
38 H 3.598 -0.494 0.160  C18 1.090
39 H 0.674 -1.529 3.110  C16 1.090
40 H -0.106 0.110 4.776  C20 1.090
41 H -0.331 -0.367 7.047  C10 1.090
42 H -1.639 -0.857 4.632  C20 1.090
43 H 2.256 -1.689 4.828  C13 1.090
44 H 0.268 2.452 -7.954  C15 1.090
45 H -1.124 -2.002 6.695  C10 1.090
46 H 1.563 0.404 -8.141  C9 1.090
47 H -4.325 -1.139 3.056  C12 1.090
48 H 1.712 -1.805 -1.341  C21 1.090
49 H 3.310 1.388 -5.918  C17 1.090
50 H -1.060 1.602 1.450  C19 1.090

Properties
Frontier orbital gap = 9.474 eV
Charge = 0
Highest occupied orbital energy = -9.453 eV
SMILES = C1CCOC1.C1CCOC1.BrCCBr.BrCCBr.BrCCBr
Calculated total energy = -16144.7193 Eh
LUMO level = 0.02 eV